[1]
Here is 2 unconnected molecules or ions with the total composition C5H8 from OMol25. Energies are from ωB97M-V/def2-TZVPD.

Structure (XYZ):
```
13
Properties=species:S:1:pos:R:3:forces:R:3
C -0.733929 -1.181908 0.307399 0.3 0.2 0.1
C 0.620716 -1.235801 0.224227 0.1 -0.1 0.1
C 1.217644 0.150859 0.120949 0.0 0.0 0.1
C 0.085101 0.978183 0.842266 0.0 0.0 -0.1
C -1.105969 0.108971 0.506748 -0.2 0.1 0.0
H 1.240230 -2.114549 0.399131 -0.1 0.1 -0.1
H 1.337617 0.518927 -0.906957 0.0 -0.1 0.1
H 2.200870 0.203900 0.604075 -0.1 0.0 -0.1
H -0.045104 1.998094 0.460280 0.0 -0.2 0.1
H 0.311986 1.055839 1.913419 -0.1 0.0 -0.1
H -2.072967 0.538828 0.247436 0.1 -0.1 0.1
H -1.447125 -0.759373 -2.094028 0.0 0.0 -0.1
H -1.609070 -0.261971 -2.624944 0.0 0.0 0.0
```
Positions in Å, forces in eV/Å.

Total charge   0
HOMO-LUMO gap (alpha / beta)   8.10 / 7.39 eV
Structure (SMILES)   C1=CCCC=1.[H][H]
Energy above the lowest of the compared OMol25 structures with the same formula, charge and spin   425.36 kJ/mol
HOMO (alpha / beta)   -0.3138 / -0.2916 Ha

These are the Löwdin partial charges, in e, on atoms 1 to 8:
1 C -0.0857
2 C -0.1035
3 C -0.1713
4 C -0.1691
5 C -0.1275
6 H 0.0911
7 H 0.1092
8 H 0.1018

***

[2]
Here is 2 unconnected molecules or ions with the total composition C18H20F4N3 from OMol25. Energies are from ωB97M-V/def2-TZVPD.

Structure (XYZ):
```
45
Properties=species:S:1:pos:R:3:forces:R:3
F -1.481000 -5.121126 3.685497 0.7 0.7 -1.4
C -1.013279 -4.647704 2.479207 -0.4 -0.3 1.1
C -0.675239 -5.586704 1.506393 0.1 0.7 -0.2
C -0.189573 -5.069668 0.304317 0.6 -0.8 -0.8
F 0.282368 -5.954886 -0.638168 -0.7 1.1 1.1
C -0.128339 -3.716467 0.026570 -0.3 0.6 0.1
C -0.610605 -2.774222 0.989442 0.6 -1.2 0.8
C -0.775413 -1.412885 0.618359 -0.6 -0.5 -0.1
C -1.571408 -0.440889 1.259997 -1.2 1.0 0.4
C -1.541254 0.906519 0.773935 0.6 -0.2 -0.1
C -1.968628 1.942391 1.579066 -0.2 1.1 -0.3
F -1.828253 3.244000 1.137399 -0.2 -1.7 0.5
C -2.571276 1.732910 2.822610 0.2 -0.5 -0.6
C -2.823669 0.401288 3.165636 -0.7 -0.5 0.9
F -3.520183 0.159312 4.331816 0.8 0.3 -1.6
C -2.423491 -0.674206 2.387889 0.5 0.0 0.3
C -0.909245 -3.276794 2.291615 -0.4 -0.1 -0.3
H -0.751433 -6.653660 1.685265 0.0 0.1 0.0
H 0.253927 -3.350423 -0.923998 -0.2 -0.3 0.1
H -0.265112 -1.096153 -0.279659 0.0 0.2 0.0
H -1.128734 1.086549 -0.215677 0.3 0.2 0.4
H -2.879514 2.552298 3.458809 0.0 0.0 0.0
H -2.734645 -1.687141 2.633296 0.0 0.4 0.2
H -1.064632 -2.595353 3.124268 0.0 -0.4 -0.1
C 2.553025 3.638774 -0.929484 0.1 0.3 0.2
N 1.851079 2.406003 -0.651311 -0.2 -0.3 -0.1
C 1.633945 2.157168 0.759723 0.0 -0.2 0.3
C 1.368762 1.444655 -1.494473 0.1 -0.5 -0.4
N 1.028060 0.291128 -0.963393 -0.1 -0.4 -0.8
N 1.149058 1.664259 -2.846438 -0.1 0.3 0.3
C 1.941016 2.448100 -3.763854 0.2 0.3 -0.5
C 0.299759 0.740236 -3.580276 0.1 -0.2 0.2
H 2.905644 3.705264 -1.954749 0.0 0.2 0.7
H 1.928363 4.510406 -0.694835 0.1 -0.1 -0.1
H 3.434604 3.674374 -0.271602 -0.2 0.0 -0.2
H 1.365755 1.101464 0.860723 0.3 0.4 0.3
H 2.539196 2.388469 1.331730 -0.2 -0.1 -0.1
H 0.803984 2.767254 1.140882 0.2 0.1 0.0
H 0.908656 -0.371244 -1.738875 0.1 0.3 0.4
H 2.476419 3.256983 -3.278876 -0.2 -0.3 -0.6
H 2.657485 1.809599 -4.306493 -0.1 0.2 0.1
H 1.253550 2.879342 -4.502801 0.3 0.0 0.1
H -0.409438 0.274432 -2.894801 -0.1 0.1 -0.3
H -0.259263 1.287731 -4.342171 0.1 0.0 0.1
H 0.888970 -0.041383 -4.082510 -0.1 0.0 0.0
```
Positions in Å, forces in eV/Å.

Total charge   +1
HOMO-LUMO gap   4.99 eV
Energy above the lowest of the compared OMol25 structures with the same formula, charge and spin   30.11 kJ/mol
HOMO   -0.4140 Ha

These are the Löwdin partial charges, in e, on atoms 1 to 8:
1 F 0.0690
2 C -0.1959
3 C 0.1342
4 C -0.2022
5 F 0.0692
6 C 0.0911
7 C -0.1535
8 C 0.1401